# C36H39MnN4O3P

C36H39MnN4O3P as an isolated structure (wB97M-V/def2-TZVPD, the OMol25 dataset).

The expectation value of S² is 0.850. The total energy comes out at -90666.0644 eV. The calculation puts the orbital gap (alpha / beta) at 8.28 / 7.95 eV. The total charge is +2. Its energy above the lowest of the compared OMol25 structures with the same formula, charge and spin is 5.3 kcal per mole. For the HOMO energy (alpha / beta), the calculation gives -0.49644 / -0.48518 hartree. As for the multiplicity: 2.

Each line ends with the Mulliken spin population.
Positions of all 84 atoms, in Å:
Mn1 0.55 0.46 0.46  1.018
C1 -3.37 -0.40 4.06  0.000
N1 -2.27 -0.93 3.26  0.003
C2 -2.26 -2.37 3.03  0.000
C3 -1.40 -0.15 2.63  0.000
O1 -0.53 -0.59 1.86  -0.010
C4 -1.45 1.35 2.89  0.002
O2 -0.39 1.96 2.17  0.012
C5 0.63 2.58 2.91  -0.002
C6 1.93 1.81 2.72  0.009
O3 1.94 0.85 1.92  -0.002
N2 3.00 2.17 3.40  0.002
C7 3.06 3.34 4.27  0.000
C8 4.27 1.46 3.22  -0.001
H1 -3.65 -1.15 4.79  0.000
H2 -3.08 0.50 4.60  0.000
H3 -4.24 -0.19 3.43  0.000
H4 -2.32 -2.87 4.00  0.000
H5 -3.12 -2.66 2.43  0.000
H6 -1.35 -2.66 2.52  0.000
H7 -2.40 1.77 2.55  0.001
H8 -1.36 1.55 3.96  -0.001
H9 0.75 3.61 2.56  0.000
H10 0.38 2.62 3.97  0.000
H11 2.08 3.76 4.45  0.000
H12 3.49 3.05 5.23  0.000
H13 3.70 4.10 3.82  0.000
H14 4.10 0.52 2.71  0.000
H15 4.96 2.08 2.64  0.000
H16 4.71 1.27 4.20  0.000
C9 4.12 -0.13 -1.79  -0.002
C10 3.95 0.72 -2.87  0.004
C11 2.85 1.55 -2.91  -0.002
C12 1.94 1.51 -1.87  0.023
N3 2.10 0.67 -0.83  -0.029
C13 3.17 -0.12 -0.79  0.010
C14 0.73 2.35 -1.77  -0.011
C15 0.43 3.38 -2.65  0.001
C16 -0.73 4.10 -2.47  -0.001
C17 -1.56 3.77 -1.40  -0.001
C18 -1.18 2.76 -0.55  -0.003
N4 -0.05 2.05 -0.72  -0.022
H17 4.98 -0.79 -1.71  0.000
H18 4.67 0.73 -3.68  0.000
H19 2.69 2.21 -3.75  0.000
H20 3.26 -0.76 0.08  0.002
H21 1.10 3.61 -3.47  0.000
H22 -0.99 4.90 -3.15  0.000
H23 -2.48 4.31 -1.22  0.000
H24 -1.79 2.49 0.30  0.002
C19 -5.05 -1.59 -0.21  -0.001
C20 -4.24 -2.71 -0.27  0.001
C21 -2.88 -2.58 -0.52  -0.002
C22 -2.32 -1.33 -0.72  -0.008
C23 -3.14 -0.20 -0.63  -0.005
C24 -4.50 -0.33 -0.39  0.000
P1 -0.54 -1.08 -1.01  0.024
C25 -0.32 -0.71 -2.79  0.001
C26 0.78 -1.23 -3.48  -0.002
C27 1.01 -0.87 -4.80  0.001
C28 0.15 0.01 -5.45  -0.001
C29 -0.94 0.53 -4.77  0.000
C30 -1.17 0.17 -3.45  -0.003
C31 0.24 -2.70 -0.79  -0.021
C32 1.09 -2.90 0.30  0.015
C33 1.71 -4.13 0.49  0.003
C34 1.48 -5.17 -0.40  0.000
C35 0.62 -4.98 -1.48  0.000
C36 0.00 -3.76 -1.67  0.000
H25 -6.12 -1.70 -0.03  0.000
H26 -4.67 -3.70 -0.13  0.000
H27 -2.26 -3.47 -0.55  0.000
H28 -2.73 0.79 -0.76  0.004
H29 -5.13 0.55 -0.34  0.000
H30 1.46 -1.92 -3.00  0.000
H31 1.86 -1.29 -5.33  0.000
H32 0.32 0.27 -6.48  0.000
H33 -1.63 1.20 -5.27  0.000
H34 -2.04 0.59 -2.94  0.000
H35 1.26 -2.11 1.02  -0.006
H36 2.37 -4.28 1.34  0.000
H37 1.96 -6.13 -0.25  0.000
H38 0.43 -5.79 -2.17  0.000
H39 -0.65 -3.61 -2.52  0.000